{
  "formula": "C2H9NO",
  "method": "ωB97M-V/def2-TZVPD",
  "symbols": ["N", "H", "H", "H", "H", "C", "O", "C", "H", "H", "H", "H", "H"],
  "positions_angstrom": [[-1.68085, 0.40129, 1.34346], [-1.40348, 0.43568, 2.31784], [-3.38229, 7.07650, -3.59089], [-0.79534, 0.36180, 0.84791], [-2.20839, -0.44101, 1.15543], [1.30352, -0.61948, 0.45488], [0.66833, -1.47508, -0.48607], [0.98684, -0.15882, -0.90161], [0.71068, -0.42366, 1.33358], [2.35042, -0.81964, 0.65570], [0.08484, 0.44429, -0.98552], [1.75791, 0.18636, -1.58202], [-3.93297, 6.63871, -3.34489]],
  "atomic_forces_ev_per_a": [[0.394, 0.431, 0.027], [-0.397, -0.157, 0.087], [-0.108, -0.085, 0.048], [-0.602, -0.043, -0.175], [0.166, -0.070, 0.114], [0.524, -0.225, -0.116], [0.931, -0.414, -0.676], [-1.388, 1.406, 1.132], [0.024, 0.271, 0.028], [0.010, -0.259, 0.019], [0.081, 0.092, -0.212], [0.256, -1.031, -0.227], [0.108, 0.085, -0.048]],
  "fmax_ev_per_a": 2.28,
  "lumo_ev": 1.0360,
  "orbital_gap_ha": 0.4091,
  "e_above_lowest_ev": 2.672,
  "charge": 0
}

{
  "formula": "C7H11N4",
  "method": "ωB97M-V/def2-TZVPD",
  "symbols": ["C", "C", "C", "C", "C", "C", "C", "N", "N", "N", "N", "H", "H", "H", "H", "H", "H", "H", "H", "H", "H", "H"],
  "positions_angstrom": [[0.96900, 1.78928, -0.21254], [-0.91096, -0.31735, 0.02060], [-1.14821, 0.96612, -0.07277], [0.99623, -0.63735, -0.01336], [-2.70956, 1.07253, 0.06136], [-3.10562, -0.42220, 0.07716], [3.01171, 0.49169, 0.33649], [-0.26549, 1.97211, -0.18350], [-1.88595, -1.19874, 0.28659], [1.60683, 0.51263, -0.00091], [1.60684, -1.78417, -0.14146], [1.60130, 2.59057, -0.15068], [-3.01343, 1.58272, 1.03280], [-3.21277, 1.54897, -0.77187], [-3.69471, -0.71763, 0.87830], [-3.62364, -0.64719, -0.83074], [3.59022, -0.24137, -0.09878], [3.43590, 1.39336, 0.10220], [3.01891, 0.31332, 1.46076], [-1.76811, -2.06520, -0.05551], [1.02125, -2.54403, -0.46909], [2.56003, -1.71484, -0.42233]],
  "atomic_forces_ev_per_a": [[-0.545, -2.520, 1.301], [6.659, -2.155, 0.002], [-2.579, 0.879, 0.033], [-6.474, 1.624, -0.505], [0.618, 0.249, 1.318], [-0.050, 0.402, -0.241], [-1.384, -0.244, 3.456], [-0.726, 0.912, -0.552], [0.850, 3.109, 0.850], [0.081, 0.565, -0.604], [-0.941, -0.478, 0.135], [1.853, 1.778, -0.225], [0.530, -0.501, -1.262], [0.216, 0.371, -0.015], [-1.649, 0.041, 1.376], [-0.061, -0.508, -0.724], [0.990, -1.660, -1.270], [1.032, 2.310, -0.398], [0.482, 0.373, -1.307], [-0.076, -3.698, -1.434], [0.539, -0.154, 0.294], [0.634, -0.696, -0.230]],
  "fmax_ev_per_a": 7.00,
  "lumo_ev": [-3.4217, -3.4220],
  "orbital_gap_ha": [0.3143, 0.3143],
  "e_above_lowest_ev": 3.643,
  "charge": 1
}